Density functional theory data (ωB97M-V/def2-TZVPD) for a structure of composition C37H50N3O3P2PtS3 in a non-equilibrium geometry.

Summary:
Kohn-Sham gap: 0.279 hartree
Max |F|: 1.93 eV/A
Lowest unoccupied orbital energy: -2.98 eV
E_HOMO: -10.571 eV
Net charge: +1
Energy: -104120.685 eV
Energy above the lowest of the compared OMol25 structures with the same formula, charge and spin: 11.1 kcal/mol
2S+1: 1

Cartesian coordinates (Å):
C -1.7199 0.1808 2.2982
C 1.9434 1.2107 -5.1722
H 1.0724 5.9209 -2.9809
C 0.3150 2.1060 2.9575
H 4.3692 -4.4201 0.3193
C 0.8089 2.5830 -2.7652
S 0.7820 -0.9269 -4.4477
H -3.0519 -4.1509 -1.1758
H -3.7011 -2.7323 -0.3334
C 0.7972 -0.6643 3.5882
C -4.3712 -0.1825 2.1556
H 0.5090 3.9023 0.0456
O 2.8101 -1.6555 -0.5634
C -2.7882 4.3509 0.3948
H 3.8777 -4.2069 -2.3541
S 2.6683 1.5092 -0.2177
C -3.7790 0.5624 3.1927
C -0.5704 4.5603 -3.3170
C -1.4846 3.6001 0.3117
H -0.9044 -0.2586 4.9213
C 1.1617 -0.7556 -6.1047
H -1.9398 -3.3788 1.5397
H 1.1488 -2.7756 3.7953
N -3.6095 -0.7388 1.1744
O -1.4348 2.3742 0.3348
C -1.5212 -2.8268 -0.5307
C 1.4764 0.5922 -4.0531
H -2.8911 5.0384 -0.4497
H 0.3615 -1.2774 5.6066
P -1.2761 -1.0263 -0.2312
H 2.3958 2.1967 -5.1584
C 4.8378 0.7133 -1.2848
C 1.3292 1.1547 -2.6326
C 2.9050 -2.3322 -1.8342
H -7.6285 0.2085 3.0023
P 0.1024 0.4538 2.2638
C 0.5545 -2.1005 3.1707
H 0.4389 2.0186 4.0347
H 2.5498 3.8045 -2.3971
H 3.6497 -1.8224 -2.4479
H 0.8926 -1.5282 -6.8112
H -6.2178 -0.8671 1.2765
H -2.0542 0.9174 -1.3043
C 2.6426 1.1395 -1.9266
H -0.4283 5.3472 0.1035
O 0.4443 0.3261 -1.9208
H -0.2442 -3.5706 1.0656
C 3.8545 0.7592 -2.3481
H -1.4535 -4.7078 0.4839
C -5.9495 1.0365 4.1011
H -2.8222 4.9403 1.3151
H 2.1013 0.7451 -7.3413
N -0.3674 4.3558 0.2514
C -0.4937 -3.2159 -1.6055
C 3.4528 -2.4487 0.4483
H -0.4964 -2.3706 3.2903
H 4.0559 0.4894 -3.3771
H 5.2114 -3.1526 -0.5928
H 0.8380 -2.2509 2.1324
H -6.5819 1.5027 4.8458
H -0.5757 2.6923 2.7492
C 1.4989 3.7554 -2.6616
H 1.9450 -2.2593 -2.3348
C -6.5494 0.2904 3.0468
H -3.2253 -0.4316 -1.4566
H -4.1198 1.7420 4.9643
C -1.2697 -3.6568 0.7243
C 0.1741 -0.4093 4.9676
H -1.3798 5.2113 -3.6186
H 2.5202 0.6457 3.9245
Pt 0.6260 0.0685 0.1154
H 1.1849 2.6002 2.5258
H 2.8032 -1.0539 4.3155
C 1.7804 0.4288 -6.3569
C -2.3174 -0.5524 1.2363
H 4.8425 1.1054 0.8666
C 4.2303 -3.5263 -0.2880
H -0.6124 -2.6235 -2.5184
C 4.3359 1.0444 -0.0858
H 2.4932 -4.3808 -1.2582
C -2.9445 -3.0715 -1.0382
H -3.6097 3.6416 0.3902
C 3.3482 -3.7506 -1.5188
C -5.7831 -0.3084 2.0965
C -4.5980 1.1719 4.1770
C 0.7040 4.9022 -2.9876
H 2.7522 -0.5322 2.6211
S -0.8120 2.8659 -3.2413
C -2.1772 -0.1429 -1.5180
H 0.6168 0.4579 5.4636
C 2.3070 -0.3804 3.6094
H -0.6259 -4.2703 -1.8663
H 2.6881 -2.8917 1.0945
H 0.5257 -3.0763 -1.2401
N -2.4292 0.7321 3.2449
H -3.1229 -2.5929 -2.0025
H -1.7599 -0.3501 -2.5047
H 5.8759 0.4457 -1.4342
H 4.0821 -1.7963 1.0551

Force components x, y, z for each atom (eV/Å):
0.2 0.1 0.0
0.3 0.0 -0.2
0.0 -0.1 0.0
0.1 0.2 -0.1
0.0 0.0 0.0
0.1 0.0 0.3
-0.1 -0.1 0.1
0.0 0.0 0.0
0.0 0.0 0.0
0.1 0.4 0.0
-0.1 -0.1 -0.2
0.0 0.0 -0.1
0.1 -0.4 -0.1
0.0 0.1 0.0
0.0 0.0 0.0
-0.4 0.1 -0.1
0.2 0.2 0.2
0.0 0.0 0.0
-0.1 -0.2 0.0
0.0 0.0 0.0
0.0 0.0 -0.1
0.0 0.0 0.0
-0.1 0.0 0.0
0.0 0.1 0.1
-0.1 0.3 0.1
0.6 -0.1 -0.2
-0.4 0.2 0.1
0.0 -0.1 0.1
0.0 0.1 0.0
-1.4 0.9 1.0
-0.1 -0.1 0.0
-0.1 0.0 -0.4
-0.3 -0.3 -0.3
0.1 0.0 0.3
0.0 0.0 0.0
-0.3 -1.2 0.3
-0.1 -0.2 0.1
0.0 0.1 0.0
-0.1 0.0 0.0
0.1 0.0 -0.1
0.1 0.1 0.1
0.0 0.0 0.0
0.0 0.0 0.0
0.3 0.3 0.1
0.0 0.0 0.0
0.4 -0.2 -0.5
0.1 0.0 0.0
0.6 -0.1 0.1
0.0 0.1 0.0
-0.2 -0.1 -0.1
0.0 0.0 -0.1
0.0 0.0 0.1
0.0 0.0 0.1
-0.1 0.0 -0.1
-0.1 0.1 -0.1
0.0 0.0 0.0
0.0 0.0 0.1
0.0 0.0 0.0
0.1 0.0 -0.1
0.0 0.0 0.0
0.0 0.0 0.0
0.0 0.2 -0.1
0.0 0.0 -0.1
0.0 0.2 0.2
0.0 0.1 0.0
0.0 0.0 0.0
-0.2 0.0 0.0
0.1 0.0 0.1
0.1 -0.1 0.1
0.0 -0.1 0.0
0.9 0.7 -0.5
0.0 0.0 0.0
-0.1 0.0 0.0
0.1 0.1 0.2
0.0 -0.2 -0.3
0.0 0.0 -0.1
0.0 0.0 -0.1
0.0 -0.1 0.1
-0.1 -0.2 0.5
0.0 0.0 0.0
0.0 -0.1 -0.1
0.0 0.0 0.0
0.0 0.0 0.1
0.1 -0.1 -0.1
0.1 0.0 0.0
0.1 -0.2 0.1
0.0 -0.1 0.0
-0.2 0.0 0.0
-0.1 -0.1 -0.3
0.0 -0.1 0.0
0.0 0.1 0.0
0.0 0.1 0.0
0.0 0.0 0.0
-0.1 0.0 0.1
-0.1 -0.1 0.0
0.0 -0.1 0.1
-0.1 0.0 0.1
-0.1 0.0 0.0
0.0 0.0 0.0

Density functional theory data (ωB97M-V/def2-TZVPD) for a structure of composition C42H33N7O6STi.

Summary:
Kohn-Sham gap: 0.274 hartree
Max |F|: 0.75 eV/A
Lowest unoccupied orbital energy: -0.46 eV
E_HOMO: -7.921 eV
Energy: -100759.212 eV
Energy above the lowest of the compared OMol25 structures with the same formula, charge and spin: 4.3 kcal/mol
2S+1: 1

Cartesian coordinates (Å):
C 0.5187 0.7260 -0.6277
H -6.8299 0.1260 -0.6380
C -2.4050 0.5182 7.0151
C -0.4096 0.6604 5.6837
C -2.9610 -4.0756 2.6103
H -2.1513 -0.4389 5.1054
N -1.6802 -0.7963 1.4749
C 1.5626 2.7940 -5.9951
H -3.4435 1.4999 -2.8581
C -1.9015 -2.0725 1.9040
C -0.3036 0.7456 -3.3105
C -5.7783 0.3829 -0.6859
C 6.1070 2.0974 -4.7114
C -0.5344 1.8206 7.7842
C 3.4828 1.1409 -4.8511
C -3.0765 -2.7726 2.1758
H -4.0370 -2.2911 2.0634
H 4.2170 0.4754 -4.4216
O -0.1935 -0.5991 3.6651
C -0.2957 -2.7049 -0.9794
C -1.6998 0.1766 5.8702
H 0.8104 3.4151 -6.4640
O 5.1047 2.8902 -5.3195
C -3.8840 1.1591 -1.9280
N -0.8327 0.7349 -4.6493
H 7.0242 2.6768 -4.7670
C -1.7059 -4.6682 2.7796
C -6.0728 0.8723 -3.1380
C 0.0916 1.8962 -2.6840
C 2.1561 0.7396 -4.9042
C 5.6035 -0.6777 0.1198
C 0.5023 1.9007 -1.3341
N -0.6983 -2.6599 2.0577
C -1.8237 1.3359 7.9720
H 3.1788 4.1756 -6.3142
H -2.0570 1.3720 -0.8226
C -0.7576 -1.7220 -3.1206
H -3.4134 0.1512 7.1534
H 6.2437 1.1526 -5.2445
C 3.8413 2.3931 -5.3434
H -0.2906 -3.5649 -0.3200
S -2.6378 0.4567 1.8283
H -1.6035 -5.6822 3.1357
H 0.0939 2.8272 -3.2381
C 2.8743 3.2160 -5.9193
H 5.8687 1.8933 -3.6641
H 6.5651 -0.3747 -0.2709
C 1.1935 1.5701 -5.4518
C -3.6602 0.6351 0.3981
H -5.4237 -0.0313 1.4016
C -0.5890 -3.9053 2.4987
H 5.4546 0.9600 1.4892
N 0.0896 -1.5676 -0.4633
Ti 0.4476 -0.7653 1.8169
C 3.1115 -1.4769 1.1284
H -5.9972 -0.0607 -3.7007
C 0.1722 1.4872 6.6428
N 1.8987 0.3200 2.9885
H 1.1741 1.8593 6.4793
H 5.4698 -2.4389 -1.1083
C 0.3274 0.3052 4.4541
H -1.1060 -1.7793 -4.1438
H -5.7428 1.6772 -3.7941
C 3.1374 0.4350 2.6969
H 3.2806 -3.1451 -0.1920
H 0.8009 2.8195 -0.8490
N -0.1812 1.1629 -5.6060
O -3.5157 0.1590 2.9309
H -2.3758 1.6016 8.8647
H -7.1237 1.0309 -2.8988
C 3.7292 -0.3019 1.6012
C -3.0991 1.0807 -0.7923
H -3.8581 -4.6395 2.8315
C -0.3405 -0.4781 -2.5920
C -4.9997 0.2893 0.4600
H 0.4206 -4.2795 2.6219
O 1.9372 -1.8973 1.5966
C -5.2334 0.8080 -1.8921
H 3.7645 1.0438 3.3450
C 3.7654 -2.2419 0.1549
O 0.8977 0.6258 0.6433
H -1.0367 -3.7942 -2.6892
N 1.4642 0.8674 4.1800
C 4.9848 -1.8401 -0.3475
O -1.7488 1.5845 1.8916
H -0.0819 2.4612 8.5300
H 1.8771 -0.2326 -4.5182
C 0.0875 -0.4690 -1.2584
C 4.9817 0.0670 1.0978
C -0.7231 -2.8278 -2.3201

Force components x, y, z for each atom (eV/Å):
0.0 0.0 0.0
0.0 0.0 0.0
0.0 0.0 0.0
0.0 0.0 0.0
0.1 -0.1 0.0
0.0 0.0 0.0
-0.1 0.3 0.0
0.1 0.0 0.0
0.0 0.0 0.0
0.4 -0.2 0.0
0.0 -0.1 -0.1
0.0 0.0 0.0
0.0 0.0 0.0
0.0 0.0 0.0
0.0 0.1 0.0
-0.2 0.1 -0.1
0.0 0.0 0.0
0.0 0.0 0.0
-0.1 0.2 -0.1
0.0 0.0 -0.1
0.0 0.0 0.0
0.0 0.0 0.0
0.0 0.0 0.0
0.0 0.0 0.0
-0.1 -0.1 0.2
0.0 0.0 0.0
0.0 0.1 0.0
0.0 0.0 0.0
0.0 0.1 0.1
0.0 0.0 0.0
0.0 0.0 0.0
0.0 0.0 -0.1
0.0 0.3 0.1
0.0 0.0 0.0
0.0 0.0 0.0
0.0 0.0 0.0
0.0 0.1 0.0
0.0 0.0 0.0
0.0 0.0 0.0
0.0 0.0 0.0
0.0 0.0 0.0
-0.1 0.0 0.0
0.0 0.0 0.0
0.0 0.0 0.0
0.0 0.0 0.0
0.0 0.0 0.0
0.0 0.0 0.0
-0.1 0.0 -0.1
0.0 0.0 -0.1
0.0 0.0 0.0
-0.1 -0.2 0.0
0.0 0.0 0.0
0.0 0.1 0.0
0.3 -0.7 0.0
-0.1 -0.1 0.0
0.0 0.0 0.0
0.0 0.0 0.0
0.1 -0.1 0.1
0.0 0.0 0.0
0.0 0.0 0.0
0.0 0.1 0.0
0.0 0.0 0.0
0.0 0.0 0.0
0.0 0.0 0.0
0.0 0.0 0.0
0.0 0.0 0.0
0.1 0.1 -0.1
0.1 0.0 0.0
0.0 0.0 0.0
0.0 0.0 0.0
0.0 0.0 0.1
0.0 0.0 0.0
0.0 0.0 0.0
0.0 0.0 -0.1
0.0 0.0 0.0
0.0 0.0 0.0
0.0 0.0 0.0
0.0 0.0 0.0
0.0 0.0 0.0
0.0 0.0 0.0
-0.2 0.2 0.1
0.0 0.0 0.0
0.0 0.0 -0.1
0.0 0.0 0.0
-0.1 0.1 0.0
0.0 0.0 0.0
0.0 0.0 0.0
0.0 0.0 0.1
0.0 0.0 0.0
0.0 0.0 0.1

Density functional theory data (ωB97M-V/def2-TZVPD) for an isolated molecule of C4H6O2.

Summary:
Kohn-Sham gap: 0.393 hartree
Max |F|: 0.48 eV/A
Lowest unoccupied orbital energy: 0.72 eV
E_HOMO: -9.964 eV
Energy: -8338.443 eV
Energy above the lowest of the compared OMol25 structures with the same formula, charge and spin: 46.5 kcal/mol
2S+1: 1
SMILES: O=CC1COC1

Cartesian coordinates (Å):
H 1.0122 1.2526 0.1788
O -0.4771 -0.6060 -1.5421
C 0.7616 -0.7342 -0.8335
H -1.8480 0.3146 -0.2283
C -0.8872 0.4974 -0.7245
H -0.9484 1.4339 -1.2912
H 0.8852 -1.7401 -0.4055
C 0.0980 -0.0633 1.5833
C 0.3714 0.3646 0.1613
O -0.4723 0.6426 2.3781
H 1.6270 -0.5002 -1.4644
H 0.4456 -1.0806 1.8674

Force components x, y, z for each atom (eV/Å):
-0.1 -0.2 0.0
0.0 -0.1 -0.2
0.3 -0.1 0.1
0.2 0.0 0.0
-0.3 0.3 0.1
0.0 -0.2 0.1
0.0 0.2 -0.1
-0.2 0.3 0.1
0.0 0.0 0.1
0.2 -0.3 -0.3
-0.1 -0.1 0.1
0.0 0.1 0.0

Density functional theory data (ωB97M-V/def2-TZVPD) for a cluster of 3 separate species, C26H54N2O4 in total.

Summary:
Kohn-Sham gap: 0.318 hartree
Max |F|: 0.61 eV/A
Lowest unoccupied orbital energy: 0.42 eV
E_HOMO: -8.235 eV
Energy: -39007.820 eV
2S+1: 1
SMILES: CC(=O)OCCCCCCCC[C@H]1CCC(=O)O1.CCN(CC)CC.CCN(CC)CC

Cartesian coordinates (Å):
H 4.4334 4.0317 -3.7281
C 7.6552 -0.6513 -2.4695
H -1.3678 3.5553 3.0765
C 0.0363 -0.1164 -2.9074
C -4.1311 -3.8280 3.2640
C -1.3773 -3.4984 1.4926
O 6.9043 -0.3010 -3.5587
H -0.9770 1.8948 1.3445
C -0.5610 -1.1210 -4.8231
H -2.5827 2.5955 1.0903
H -1.6854 -5.6612 1.5861
H -1.3078 1.9571 3.7988
H 1.4862 1.5670 -0.8395
H 0.5683 -1.9338 -1.9223
H -4.6225 -4.5866 2.6525
H -2.8910 -2.0749 3.0274
H 0.3501 -2.9312 -4.0818
C -3.7048 0.5489 4.5493
C -3.4272 -3.8998 0.2509
H -1.4160 -2.7930 -3.8957
H -1.5064 2.8180 5.9158
H -0.9091 -2.7399 2.1270
H -4.3369 -2.0603 2.0676
H 0.3646 2.8650 -1.1451
C -2.4863 3.2452 6.1334
H -2.7404 -4.0172 -0.5930
H 5.9276 2.6567 -2.5244
H -3.3865 -4.3244 3.8851
H 4.9272 1.2139 -2.7215
C -4.7171 -3.2690 -0.2507
H -3.0860 2.4862 6.6344
H -1.1709 1.5318 -2.3095
O 8.7913 -0.9975 -2.5729
H 6.3631 2.6777 -4.9834
H 1.1011 3.2665 -3.3222
C -3.1681 3.7785 4.8681
H -4.8858 -3.4078 3.9317
C -3.5261 -2.7112 2.4057
H 5.8708 -0.8531 -1.3136
N -3.2186 2.9139 3.7024
C -1.9820 1.9801 1.7619
H 7.3910 -1.1280 -0.4014
C -1.1285 -4.8807 2.1061
N -2.7442 -3.0840 1.2399
H 5.3999 1.1997 -5.1462
C 7.2884 0.9323 -4.1988
H -4.1936 4.0708 5.1100
C -1.9113 2.6088 3.1463
C -0.2940 1.0018 -1.9326
O -0.7245 0.0448 -4.1366
H -5.1182 -3.8554 -1.0782
H -0.6056 0.5311 -0.9959
H 1.0881 -0.1235 -3.2119
H -2.6583 4.6976 4.5629
H -0.8495 -3.4472 0.5338
H 1.8261 1.6898 -3.5242
H 2.8927 4.0814 -2.0402
H -0.0680 -5.1285 2.0307
C 6.0541 1.7605 -4.4718
H -2.6865 0.2548 4.2889
C 0.8342 1.9925 -1.6092
C -0.4665 -2.2630 -3.8196
H 3.3988 2.4907 -1.5322
C 5.2666 2.1261 -3.2206
H -1.1760 -1.6046 -1.8358
H -2.3378 4.0629 6.8413
C 4.0661 3.0226 -3.5252
H -5.0857 2.1711 4.1837
H -3.6458 -4.9182 0.6099
H -1.3961 -4.9151 3.1617
C -4.1451 1.7959 3.7729
O -0.5317 -1.1818 -6.0112
H 6.8825 0.5143 -0.8880
H -2.4108 0.9769 1.7845
H 3.5958 2.6808 -4.4531
H 7.7999 0.6835 -5.1303
H 8.0015 1.4711 -3.5669
C 6.9046 -0.5402 -1.1744
C -0.2918 -1.5473 -2.4711
C 3.0267 3.0560 -2.3937
H -4.3609 -0.2852 4.2914
H -5.4845 -3.2314 0.5231
C 1.6611 2.4880 -2.7956
H -4.3788 1.4916 2.7496
H -3.7554 0.6827 5.6289
H -4.5363 -2.2527 -0.6044

Force components x, y, z for each atom (eV/Å):
0.0 0.0 -0.1
-0.2 -0.1 -0.1
0.0 0.0 0.0
-0.4 -0.2 0.0
0.0 0.0 0.0
0.2 0.1 -0.1
-0.3 0.3 0.4
0.0 0.0 0.0
-0.2 0.0 0.2
0.0 0.0 0.0
0.0 0.0 0.0
0.0 0.0 0.0
0.1 -0.1 -0.2
-0.2 -0.1 0.2
0.0 0.0 0.0
0.0 0.0 0.0
-0.1 -0.1 0.0
-0.1 0.0 0.0
0.0 0.0 0.0
0.1 -0.2 0.0
0.0 0.0 0.0
0.0 0.0 0.0
0.0 0.0 0.0
0.1 -0.1 0.2
0.0 0.0 0.0
0.0 0.0 0.0
0.0 -0.1 0.1
0.0 0.0 0.0
0.0 0.0 0.0
0.0 0.0 0.0
0.0 0.0 0.0
0.0 0.0 -0.1
0.4 0.0 0.0
0.0 -0.1 -0.1
0.0 -0.1 -0.1
0.0 0.1 0.0
0.0 0.0 0.0
-0.1 0.2 0.0
0.0 0.0 0.0
0.0 0.0 0.0
0.0 0.0 0.0
0.0 0.1 0.0
0.0 0.0 0.0
0.0 0.0 0.0
0.0 0.1 -0.1
0.3 -0.2 -0.3
0.0 0.0 0.0
0.0 0.0 0.0
0.0 -0.1 0.1
0.6 0.1 -0.1
0.0 0.0 0.0
-0.1 0.1 0.0
0.0 0.2 0.2
0.0 0.0 0.0
0.0 0.0 0.0
0.0 0.0 0.1
0.0 0.0 0.1
0.0 0.0 0.0
-0.1 0.0 0.1
0.0 0.0 0.0
-0.2 0.2 0.0
-0.1 0.4 0.1
0.1 0.0 -0.1
0.0 0.1 0.0
0.0 0.1 -0.1
0.0 0.0 0.0
0.1 0.1 0.0
0.0 0.0 0.0
0.0 0.0 0.0
0.0 0.0 0.0
0.0 -0.1 -0.1
-0.2 0.0 -0.3
0.0 0.0 0.0
0.0 0.0 0.0
0.0 0.0 0.0
0.0 0.0 0.0
-0.1 0.0 0.0
-0.2 -0.1 -0.1
0.4 -0.1 -0.1
-0.1 0.1 0.1
0.0 0.0 0.0
0.0 0.0 0.0
0.1 0.0 -0.1
0.0 0.0 0.0
0.1 0.0 0.0
0.0 0.0 0.0

Density functional theory data (ωB97M-V/def2-TZVPD) for a structure of composition C4H7IN2O in a non-equilibrium geometry.

Summary:
Kohn-Sham gap: 0.337 hartree
Max |F|: 4.40 eV/A
Lowest unoccupied orbital energy: 0.36 eV
E_HOMO: -8.817 eV
Energy: -17387.576 eV
Energy above the lowest of the compared OMol25 structures with the same formula, charge and spin: 44.6 kcal/mol
2S+1: 1

Cartesian coordinates (Å):
H 0.6361 1.4612 -1.5236
C -0.9567 -0.6705 -0.3982
H 0.8744 1.0071 1.6746
I 2.8896 -0.0697 0.3019
O -1.5541 -1.5639 -1.0198
N 0.7110 -2.0145 0.6360
H 0.4309 -2.6500 -0.0883
C 0.9040 0.7290 0.5830
H 0.1261 2.5026 -0.1361
H -1.8536 1.0786 -1.4299
H 0.6591 -2.4468 1.5056
C 0.2366 1.4863 -0.5112
H -1.7865 1.2342 0.3157
C -1.2513 0.8228 -0.5377
N -0.0656 -0.9066 0.6280

Force components x, y, z for each atom (eV/Å):
0.5 -0.2 0.4
-1.9 -1.4 -0.1
-0.3 0.2 -1.6
-0.3 1.0 -0.1
1.3 1.3 0.8
0.0 0.1 -1.3
-0.1 -0.3 -0.5
0.4 -4.3 1.1
0.1 0.3 -0.5
0.6 -0.4 0.3
-0.1 -0.9 1.7
-2.5 0.1 0.7
-0.1 -0.4 0.2
1.6 0.7 -0.4
0.9 4.2 -0.6